Record 1
The following is a DFT calculation (ωB97M-V/def2-TZVPD) of a 10-piece molecular cluster, C76H178N10O3 overall in a non-equilibrium geometry.

Spin multiplicity   2
HOMO energy (alpha / beta)   -0.690 / -0.873 Ha
Relative energy (zero: lowest compared OMol25 entry of this formula, charge and spin)   0.000 eV
Electronic energy   -102625.9063 eV
Charge   +9
Kohn-Sham gap (alpha / beta)   0.1124 / 0.2863 Ha

```
267
Properties=species:S:1:pos:R:3:forces:R:3:lowdin_spin:R:1
C -3.127 5.503 3.075 0.31 0.75 0.61 0.0001
C -3.796 4.874 1.861 1.20 0.30 0.61 0.0002
C -4.862 3.906 2.328 -0.88 0.94 -0.86 0.0002
N -5.652 3.292 1.179 1.09 1.00 0.69 0.0004
C -4.651 2.336 0.450 -2.17 0.83 0.82 0.0020
C -6.896 2.586 1.749 1.61 -0.95 -0.44 0.0000
C -7.825 2.515 0.575 -0.68 -0.25 0.22 0.0000
C -7.359 3.605 -0.402 -0.64 -0.96 -1.73 0.0000
C -6.277 4.391 0.215 1.17 -0.31 2.19 0.0001
H -3.821 6.102 3.664 -0.21 -0.50 0.36 0.0000
H -2.371 6.258 2.861 0.06 -0.11 -0.73 0.0000
H -2.580 4.769 3.668 -0.40 -0.12 0.34 0.0001
H -2.960 4.394 1.352 -0.22 -0.24 -0.56 0.0002
H -4.170 5.706 1.266 -0.27 -0.34 -0.22 0.0000
H -5.594 4.504 2.871 -0.01 -0.20 0.30 0.0000
H -4.505 3.090 2.956 0.10 0.09 0.00 0.0004
H -4.227 1.664 1.196 0.00 0.16 0.15 0.0018
H -3.883 2.977 0.017 -0.28 -0.32 -0.29 0.0004
H -5.278 1.747 -0.220 0.46 0.17 -0.46 0.0006
H -6.431 1.632 1.995 -0.61 -0.34 0.34 0.0000
H -7.334 2.992 2.661 0.56 0.72 -0.17 0.0000
H -7.765 1.490 0.208 -0.18 0.23 -0.66 0.0001
H -8.865 2.671 0.863 0.11 0.00 0.11 0.0000
H -6.890 3.122 -1.259 -0.37 -0.08 -0.35 0.0000
H -8.214 4.166 -0.780 0.28 0.25 0.06 0.0000
H -5.478 4.812 -0.395 -0.27 -0.28 -0.26 0.0000
H -6.587 5.170 0.911 -0.24 0.03 -0.03 0.0000
C 3.056 5.408 -0.397 0.78 -0.59 -0.58 0.0004
C 4.274 4.916 0.450 -1.25 0.70 -0.95 0.0005
C 4.792 3.560 -0.083 0.85 1.48 1.26 0.0074
N 6.166 3.244 0.539 0.30 0.75 2.00 0.0003
C 5.896 2.857 2.038 0.55 -0.15 -1.12 0.0028
C 7.193 4.453 0.440 0.00 -0.11 -0.16 0.0003
C 8.571 3.821 0.247 -0.41 -1.44 -0.54 0.0001
C 8.231 2.665 -0.752 -1.15 1.20 0.96 0.0003
C 6.915 2.131 -0.158 -0.10 -0.80 -0.62 0.0065
H 2.098 4.908 -0.253 -0.01 0.09 0.69 0.0004
H 3.282 5.162 -1.435 0.18 0.37 -0.30 0.0001
H 2.972 6.493 -0.331 -0.31 -0.16 0.07 0.0000
H 3.933 4.964 1.484 0.40 -0.58 0.23 0.0001
H 4.993 5.725 0.319 0.28 -0.31 0.09 0.0002
H 4.930 3.621 -1.162 0.03 -0.10 0.05 0.0002
H 4.058 2.808 0.209 0.37 -0.47 -0.24 0.0126
H 5.129 2.083 2.035 0.06 0.00 -0.15 0.0068
H 5.558 3.687 2.659 0.16 0.18 -0.44 0.0001
H 6.811 2.425 2.444 0.00 0.25 -0.04 0.0001
H 7.105 5.071 1.334 -0.15 -0.11 -0.16 0.0000
H 6.883 4.994 -0.454 0.07 0.15 0.10 0.0000
H 8.923 3.431 1.202 0.10 -0.14 0.01 0.0000
H 9.403 4.377 -0.186 -0.50 0.75 0.19 0.0000
H 9.029 1.934 -0.886 -0.30 -0.01 0.01 0.0000
H 7.907 3.115 -1.690 0.76 0.03 -0.32 0.0000
H 7.146 1.334 0.549 -0.51 -0.06 -0.08 0.0018
H 6.202 1.864 -0.938 0.34 -0.88 0.06 0.0046
C 1.682 4.479 -3.967 -0.21 -0.76 -1.25 0.0007
N 1.452 3.141 -4.723 -0.09 0.93 0.28 0.0006
C 0.140 2.448 -4.311 1.39 0.71 -0.58 0.0046
C 1.371 3.389 -6.235 -0.38 0.85 0.63 0.0003
C 2.655 2.253 -4.517 -0.33 -0.40 -0.22 0.0047
C 2.966 1.822 -3.073 -0.22 -0.31 -1.40 0.0230
O 1.944 0.982 -2.506 0.02 1.29 -0.78 0.0901
H 1.873 4.313 -2.906 -0.20 -0.17 -0.24 0.0009
H 0.819 5.124 -4.133 0.03 -0.11 0.09 0.0001
H 2.552 4.916 -4.458 -0.01 0.15 0.22 0.0001
H 0.217 1.521 -4.879 -0.54 -0.21 0.48 0.0010
H -0.686 3.065 -4.666 0.08 -0.04 0.04 0.0003
H 0.133 2.324 -3.229 0.01 -0.18 -0.29 0.0031
H 0.978 2.489 -6.707 0.34 0.10 -0.03 0.0001
H 2.325 3.738 -6.630 0.14 -0.48 0.13 0.0001
H 0.693 4.223 -6.417 -0.27 -0.16 0.13 0.0001
H 3.507 2.745 -4.987 0.13 0.52 0.54 0.0008
H 2.521 1.451 -5.242 -0.25 -0.62 0.53 0.0012
H 3.185 2.724 -2.501 -0.13 -0.15 0.38 0.0036
H 3.884 1.245 -3.189 0.18 0.04 0.23 0.0111
H 2.400 0.397 -1.896 0.31 -0.67 0.68 0.0853
C 4.148 -4.581 -0.787 -0.31 0.10 2.06 0.0165
N 3.485 -5.231 0.477 -0.52 -0.19 -0.34 0.0026
C 4.606 -5.997 1.240 -1.10 -0.41 -1.33 0.0011
C 2.867 -4.187 1.411 -0.05 -0.44 -0.78 0.0320
C 2.375 -6.266 0.029 -0.70 0.60 0.65 0.0014
C 1.280 -5.936 -1.029 1.50 -0.07 -1.44 0.0037
O 1.842 -6.071 -2.376 -0.42 0.45 1.60 0.0026
H 4.586 -5.333 -1.444 -0.36 -0.09 0.15 0.0006
H 4.935 -4.000 -0.306 0.09 0.26 -0.58 0.0058
H 3.405 -3.940 -1.262 0.16 -0.19 -0.07 0.0167
H 4.877 -6.710 0.461 0.55 -0.30 0.56 0.0001
H 4.185 -6.499 2.110 -0.03 0.07 -0.13 0.0001
H 5.462 -5.378 1.509 -0.34 0.29 -0.18 0.0002
H 2.360 -4.627 2.269 0.37 -0.67 -0.07 0.0035
H 2.068 -3.666 0.883 0.35 0.28 -0.26 0.0206
H 3.630 -3.509 1.793 0.04 0.00 -0.41 0.0100
H 1.772 -6.422 0.924 0.37 -0.25 0.31 0.0013
H 2.867 -7.205 -0.222 0.10 0.20 -0.16 0.0000
H 0.767 -4.979 -0.935 0.46 0.42 0.37 0.0024
H 0.468 -6.655 -0.922 0.26 -0.50 0.36 0.0002
H 1.240 -5.616 -2.969 0.04 -0.12 -0.32 0.0007
C 3.092 -1.130 3.971 -0.39 -0.16 1.23 0.0219
N 1.956 -1.325 5.015 -0.53 0.59 -0.56 0.0017
C 2.580 -1.452 6.420 -0.31 -0.25 0.06 0.0014
C 1.072 -0.054 5.099 1.54 -0.68 -0.20 0.0027
C 1.099 -2.495 4.509 -0.11 -1.23 1.22 0.0171
C -0.261 -2.775 5.169 -0.80 -0.09 1.87 0.0058
O -0.205 -2.597 6.604 0.79 0.77 -1.30 0.0012
H 3.784 -0.356 4.303 -0.39 0.24 0.17 0.0012
H 2.675 -0.885 2.994 -0.07 -0.16 0.07 0.0318
H 3.701 -2.034 3.968 -0.34 -0.18 -0.16 0.0017
H 3.144 -0.546 6.640 0.05 0.02 -0.42 0.0001
H 3.244 -2.312 6.506 -0.19 -0.05 -0.29 0.0001
H 1.787 -1.504 7.166 -0.02 -0.29 -0.30 0.0001
H 1.823 0.717 5.272 -0.42 0.24 0.10 0.0002
H 0.393 -0.123 5.948 0.02 -0.21 -0.22 0.0001
H 0.589 0.110 4.135 -0.06 -0.19 0.22 0.0021
H 1.640 -3.431 4.647 0.64 0.31 0.17 0.0010
H 0.902 -2.441 3.438 0.32 0.67 -0.14 0.0208
H -0.583 -3.809 5.040 0.69 -0.36 -0.64 0.0018
H -1.088 -2.240 4.703 0.03 0.86 0.07 0.0024
H -1.025 -2.823 7.050 -0.23 -0.22 -0.08 0.0001
C 3.373 -4.643 -9.706 0.62 -0.43 -0.11 0.0000
C 1.949 -4.715 -9.171 0.42 0.29 0.34 0.0000
C 1.374 -3.329 -8.771 -0.80 -1.20 -0.71 0.0000
C -0.192 -3.247 -8.755 1.17 0.95 0.04 0.0000
N -0.652 -1.840 -8.376 0.77 1.77 0.09 0.0001
C -0.232 -1.397 -6.933 -1.26 -0.46 -0.34 0.0008
C -1.555 -1.204 -6.180 -0.45 -1.27 -0.25 0.0005
C -2.618 -1.991 -7.017 0.49 -0.07 1.54 0.0001
C -2.193 -1.777 -8.428 0.32 1.08 -0.07 0.0000
C -0.015 -0.775 -9.341 -0.64 -0.89 0.42 0.0000
H 4.168 -4.059 -9.241 -0.51 0.40 0.73 0.0000
H 3.408 -4.317 -10.745 -0.14 -0.39 -0.11 0.0000
H 3.718 -5.669 -9.576 0.33 -0.02 -0.74 0.0000
H 1.976 -5.332 -8.273 -0.26 -0.16 0.02 0.0000
H 1.449 -5.292 -9.949 -0.70 0.37 0.16 0.0000
H 1.839 -2.615 -9.452 -0.32 0.18 0.12 0.0000
H 1.773 -3.211 -7.763 -0.10 0.56 0.04 0.0001
H -0.629 -3.941 -8.038 0.00 0.00 0.02 0.0000
H -0.712 -3.347 -9.708 0.60 -0.60 -0.21 0.0000
H 0.285 -0.438 -6.907 0.40 -0.37 -0.64 0.0002
H 0.386 -2.200 -6.530 -0.03 0.23 -0.03 0.0009
H -1.840 -0.157 -6.079 0.04 0.01 -0.12 0.0001
H -1.512 -1.662 -5.192 0.10 0.24 0.13 0.0003
H -3.604 -1.646 -6.708 -0.12 0.01 -0.68 0.0000
H -2.573 -3.053 -6.776 0.07 -0.10 0.15 0.0000
H -2.458 -0.751 -8.683 0.08 -0.06 -0.42 0.0000
H -2.620 -2.462 -9.160 0.35 0.02 0.00 0.0000
H 1.062 -0.702 -9.195 -0.23 -0.26 0.17 0.0000
H -0.476 0.180 -9.086 -0.11 -0.13 -0.23 0.0000
H -0.214 -1.084 -10.367 -0.14 0.17 0.06 0.0000
C 0.865 6.564 2.945 0.58 1.72 1.07 0.0000
C 2.175 6.819 3.792 0.29 -1.50 -0.69 0.0000
C 3.258 7.648 3.088 -0.60 1.08 0.86 0.0000
C 4.543 7.708 3.934 0.97 0.85 -2.37 0.0000
N 5.636 8.702 3.324 0.00 -1.05 1.27 0.0000
C 6.765 8.781 4.412 0.87 1.26 -1.89 0.0000
C 7.675 9.987 3.911 -2.08 -0.32 -0.32 0.0000
C 6.589 10.993 3.396 -0.95 0.13 -0.43 0.0000
C 5.204 10.229 3.159 1.88 -1.48 0.05 0.0000
C 6.199 8.057 2.037 -0.72 2.29 1.12 0.0000
H 0.237 7.435 3.132 -0.33 -0.05 -0.07 0.0000
H 0.282 5.690 3.236 0.31 -0.11 0.06 0.0000
H 1.038 6.603 1.869 0.29 -0.36 -0.03 0.0000
H 2.633 5.840 3.938 0.20 -0.46 -0.01 0.0000
H 2.062 7.132 4.830 -0.72 0.44 -0.21 0.0000
H 2.918 8.677 2.971 -0.26 0.08 -0.19 0.0000
H 3.388 7.240 2.086 0.44 0.01 -0.01 0.0000
H 5.032 6.749 3.760 0.15 -0.12 0.97 0.0000
H 4.437 8.018 4.973 -0.29 -0.33 -0.15 0.0000
H 7.324 7.848 4.335 -0.28 -0.10 0.63 0.0000
H 6.256 8.998 5.351 0.33 -0.23 0.02 0.0000
H 8.280 9.669 3.062 0.08 -0.13 0.17 0.0000
H 8.360 10.437 4.630 -0.35 -0.27 0.26 0.0000
H 6.849 11.448 2.441 0.28 -0.22 -0.04 0.0000
H 6.445 11.871 4.026 -0.09 -0.33 0.39 0.0000
H 4.841 10.340 2.138 -0.11 0.09 0.17 0.0000
H 4.394 10.351 3.879 0.27 0.35 0.06 0.0000
H 6.528 7.033 2.214 -0.25 0.18 0.07 0.0000
H 7.030 8.705 1.761 0.04 -0.34 -0.26 0.0000
H 5.390 8.210 1.322 0.25 -0.56 -0.27 0.0000
C 1.959 2.503 2.858 1.04 0.19 -0.12 0.0056
C 1.057 2.482 1.634 0.37 -1.43 0.29 0.0118
C 0.387 1.062 1.527 -0.78 1.23 -1.25 0.0292
C -0.474 1.020 0.230 -1.66 -0.68 0.99 0.0144
N -1.016 -0.397 -0.081 1.48 -1.21 0.01 0.0090
C -1.721 -0.526 -1.435 0.64 0.31 -0.03 0.0083
C -0.894 -1.579 -2.291 -2.56 1.73 -0.36 0.0129
C -0.110 -2.325 -1.314 0.55 -0.57 1.59 0.0347
C 0.249 -1.293 -0.225 -1.15 -1.41 -0.49 0.0902
C -1.939 -1.021 1.024 0.81 0.73 -1.64 0.0242
H 2.912 1.976 2.817 -0.11 -0.86 -0.78 0.0035
H 1.469 2.042 3.716 -0.12 0.97 0.12 0.0002
H 2.395 3.494 2.984 -0.83 0.40 0.73 0.0002
H 1.612 2.655 0.712 0.20 -0.04 -0.06 0.0073
H 0.377 3.329 1.728 -0.51 -0.34 -0.05 0.0003
H -0.307 0.888 2.349 -0.04 0.23 0.20 0.0028
H 1.107 0.245 1.582 0.41 0.28 -0.31 0.0277
H -0.097 1.454 -0.695 0.72 -0.50 0.15 0.0051
H -1.388 1.578 0.430 -0.09 0.30 0.11 0.0008
H -2.750 -0.821 -1.232 0.09 -0.13 -0.15 0.0023
H -1.744 0.490 -1.829 -0.01 -0.16 -0.39 0.0021
H -1.617 -2.272 -2.722 -0.03 0.26 -0.52 0.0014
H -0.324 -1.089 -3.081 0.04 0.04 0.19 0.0059
H -0.737 -3.126 -0.924 0.25 -0.26 0.16 0.0066
H 0.762 -2.723 -1.831 0.30 -0.20 0.53 0.0184
H 0.422 -1.665 0.785 0.49 -0.29 -0.15 0.0310
H 1.143 -0.853 -0.666 0.17 1.26 0.56 0.0796
H -2.800 -0.352 1.037 0.04 0.05 0.63 0.0036
H -1.397 -1.203 1.952 -0.11 0.55 -0.03 0.0096
H -2.284 -1.989 0.660 0.19 0.01 -0.19 0.0063
C -2.797 -10.069 -0.237 0.15 0.68 -0.36 0.0000
C -2.653 -9.936 -1.789 -0.37 -0.65 1.30 0.0000
C -2.630 -8.494 -2.277 -1.00 0.56 0.07 0.0000
C -3.886 -7.683 -1.772 1.78 0.50 0.34 0.0000
N -3.924 -6.229 -2.276 -0.41 1.46 -0.77 0.0003
C -4.060 -6.126 -3.810 -1.23 0.01 -0.81 0.0001
C -4.882 -4.806 -4.150 1.19 0.16 0.54 0.0001
C -5.314 -4.276 -2.790 -0.95 0.08 1.14 0.0007
C -5.245 -5.458 -1.844 1.03 -1.76 -0.29 0.0001
C -2.698 -5.408 -1.756 -1.07 -1.42 -1.41 0.0021
H -3.666 -9.578 0.202 -0.41 -0.17 -0.29 0.0000
H -1.967 -9.531 0.219 0.39 -0.06 0.08 0.0000
H -2.771 -11.083 0.164 -0.01 -0.02 -0.43 0.0000
H -3.432 -10.482 -2.322 -0.08 -0.05 0.11 0.0000
H -1.714 -10.438 -2.026 0.00 0.19 -0.35 0.0000
H -2.572 -8.490 -3.365 -0.01 0.06 -0.07 0.0000
H -1.744 -8.000 -1.877 0.17 0.02 -0.01 0.0000
H -3.693 -7.502 -0.714 -0.51 -0.45 0.23 0.0000
H -4.850 -8.168 -1.925 0.08 0.15 -0.23 0.0000
H -3.181 -6.380 -4.403 0.61 0.78 0.61 0.0000
H -4.682 -6.951 -4.156 -0.36 -0.21 0.67 0.0000
H -4.343 -4.023 -4.685 0.46 -0.26 -0.02 0.0001
H -5.776 -4.944 -4.758 0.19 -0.73 0.06 0.0000
H -4.782 -3.466 -2.291 0.64 0.22 -0.64 0.0010
H -6.327 -3.880 -2.865 -0.16 -0.25 0.18 0.0000
H -5.144 -5.295 -0.771 -0.15 0.28 -0.10 0.0001
H -6.010 -6.214 -2.017 -0.23 0.23 0.01 0.0000
H -1.850 -6.003 -2.093 0.16 0.36 0.18 0.0001
H -2.708 -5.312 -0.670 -0.25 -0.14 -0.11 0.0028
H -2.731 -4.446 -2.267 0.05 -0.06 0.16 0.0008
C -5.245 -2.283 8.457 -0.19 -0.60 -0.46 0.0000
C -6.379 -3.115 7.803 0.47 2.27 -1.10 0.0000
C -6.726 -2.638 6.320 1.24 -1.08 -0.50 0.0000
C -5.406 -2.676 5.437 -1.12 0.47 0.41 0.0000
N -5.619 -2.323 3.912 0.62 -2.24 0.33 0.0001
C -6.743 -3.222 3.298 -0.66 -0.33 -1.81 0.0001
C -6.064 -4.493 2.741 -1.40 -0.22 2.30 0.0002
C -4.793 -3.969 2.310 3.06 -0.31 -1.68 0.0020
C -4.310 -2.793 3.159 -1.78 0.19 -1.11 0.0023
C -5.981 -0.878 3.790 -0.80 -0.69 0.75 0.0007
H -5.041 -2.758 9.416 0.31 0.34 0.00 0.0000
H -5.416 -1.214 8.583 -0.63 -0.12 0.21 0.0000
H -4.362 -2.305 7.818 0.43 -0.37 0.18 0.0000
H -7.260 -2.990 8.433 -0.11 -0.55 -0.25 0.0000
H -6.048 -4.146 7.678 -0.30 -0.08 0.45 0.0000
H -7.280 -1.721 6.122 0.18 0.25 0.78 0.0000
H -7.364 -3.439 5.946 -0.09 0.00 -0.15 0.0000
H -4.939 -3.656 5.535 -0.22 -0.20 -0.48 0.0000
H -4.632 -1.968 5.734 -0.23 0.21 0.17 0.0001
H -7.205 -2.689 2.467 0.70 0.57 -0.41 0.0000
H -7.684 -3.426 3.807 0.73 0.17 1.42 0.0000
H -6.563 -5.049 1.946 -0.49 0.46 0.16 0.0000
H -5.936 -5.207 3.555 -0.08 -0.09 0.12 0.0000
H -4.875 -3.725 1.251 0.00 0.70 -0.12 0.0010
H -3.995 -4.712 2.298 0.01 -0.31 0.18 0.0022
H -4.024 -2.035 2.429 0.05 0.50 0.59 0.0012
H -3.448 -3.095 3.753 -0.57 0.45 0.70 0.0013
H -5.958 -0.469 2.780 0.36 -0.44 -0.03 0.0004
H -5.408 -0.307 4.520 0.03 0.07 -0.26 0.0003
H -7.024 -0.918 4.101 0.00 0.72 0.06 0.0000
```
Positions in Å, forces in eV/Å.

Record 2
The following is a DFT calculation (ωB97M-V/def2-TZVPD) of a 2-piece molecular cluster, C3H9N3 overall in a non-equilibrium geometry.

HOMO energy   -0.333 Ha
Relative energy (zero: lowest compared OMol25 entry of this formula, charge and spin)   1.884 eV
Structure (SMILES)   [H]/N=C/N.C=NC
Electronic energy   -7725.6903 eV
Kohn-Sham gap   0.3758 Ha

```
15
Properties=species:S:1:pos:R:3:forces:R:3:lowdin_charge:R:1
C 2.092 -1.413 -2.050 -0.79 -0.39 -0.26 -0.1561
C 0.786 0.437 -2.529 -0.33 -1.12 -0.27 -0.0887
N 1.548 -0.117 -1.701 1.04 0.31 0.59 -0.0891
H 1.814 -1.629 -3.089 0.15 -0.47 0.01 0.0609
H 1.685 -2.171 -1.377 -0.36 0.06 -0.09 0.0753
H 3.159 -1.564 -1.923 0.27 0.79 -0.02 0.0671
H 0.323 1.383 -2.311 -0.06 0.37 0.09 0.0569
H 0.474 -0.116 -3.436 0.11 0.45 -0.05 0.0706
N -2.475 -0.108 2.211 -1.63 -0.71 0.04 0.0484
C -1.449 0.783 2.380 0.68 -0.09 0.11 -0.4037
N -0.387 0.635 1.720 0.43 -0.99 -0.86 0.0497
H -2.468 -0.827 1.500 0.96 0.42 -0.14 0.0864
H -3.235 -0.342 2.841 0.58 1.06 0.28 0.0842
H -1.554 1.618 3.073 -0.64 -0.26 0.32 0.1093
H 0.400 1.246 1.869 -0.39 0.55 0.25 0.0288
```
Positions in Å, forces in eV/Å.